Entry 1:
A structure of composition C37H38AgNO3SSb2, computed with ωB97M-V/def2-TZVPD.

ORCA input file:
```
! RIJCOSX wB97M-V def2-TZVPD def2/J DEFGRID3
* xyz -2 1
Ag -0.132 -0.152 0.770
C -2.307 2.949 1.028
Sb -2.116 1.615 -0.634
C -2.445 3.111 -2.139
C -4.280 1.083 -0.504
C -4.752 0.278 -1.662
C -5.179 0.948 -2.815
C -5.580 0.278 -3.958
C -5.570 -1.110 -3.971
C -5.158 -1.791 -2.838
C -4.741 -1.131 -1.678
C -4.276 -1.951 -0.520
Sb -2.077 -2.132 -0.374
C -2.091 -4.256 -0.026
C -1.775 -2.286 -2.486
H -3.117 3.659 0.854
H -1.357 3.474 1.117
H -2.502 2.376 1.933
H -3.261 3.772 -1.837
H -2.685 2.648 -3.096
H -1.513 3.667 -2.214
H -4.813 2.036 -0.457
H -4.405 0.573 0.453
H -5.182 2.033 -2.802
H -5.896 0.836 -4.831
H -5.877 -1.658 -4.853
H -5.147 -2.876 -2.842
H -4.651 -2.971 -0.614
H -4.616 -1.549 0.436
H -2.725 -4.757 -0.759
H -2.452 -4.470 0.981
H -1.068 -4.618 -0.126
H -2.439 -3.038 -2.913
H -0.737 -2.569 -2.651
H -1.972 -1.322 -2.957
O 1.242 0.332 -1.140
C 2.215 1.369 -1.028
C 1.461 2.747 -1.150
O 2.138 3.690 -1.581
O 0.285 2.771 -0.712
C 2.875 1.305 0.354
C 3.184 0.066 0.913
C 3.735 -0.024 2.182
C 3.989 1.127 2.915
C 3.698 2.364 2.361
C 3.148 2.454 1.088
C 3.246 1.222 -2.142
C 4.494 1.838 -2.052
C 5.419 1.717 -3.074
C 5.120 0.973 -4.210
C 3.882 0.360 -4.309
C 2.952 0.487 -3.284
H 1.658 -0.547 -1.156
H 2.958 -0.853 0.384
H 3.924 -0.999 2.615
H 4.382 1.055 3.923
H 3.874 3.269 2.930
H 2.905 3.421 0.666
H 4.727 2.424 -1.174
H 6.383 2.205 -2.985
H 5.848 0.872 -5.006
H 3.633 -0.227 -5.186
H 1.984 0.012 -3.372
S 1.548 -4.934 -1.874
C 1.286 -3.500 -1.107
N 1.053 -2.492 -0.558
C 2.147 -3.006 5.088
C 1.752 -3.211 3.747
C 1.127 -2.210 3.057
C 0.859 -0.943 3.643
C 0.240 0.101 2.873
C 0.052 1.297 3.537
C 0.434 1.502 4.885
C 1.024 0.505 5.606
C 1.258 -0.750 4.994
C 1.901 -1.805 5.693
H 2.646 -3.799 5.634
H 1.952 -4.159 3.261
H 0.843 -2.359 2.020
H -0.381 2.139 3.010
H 0.265 2.472 5.343
H 1.329 0.658 6.637
H 2.203 -1.636 6.722
*
```

***

Entry 2:
The molecule C5H12N2 at a distorted geometry, computed with ωB97M-V/def2-TZVPD.

ORCA input file:
```
! RIJCOSX wB97M-V def2-TZVPD def2/J DEFGRID3
* xyz 0 1
N -2.056 0.406 0.537
C -0.720 0.088 0.055
C 0.229 1.343 0.059
C 1.029 1.546 -1.172
C 1.768 0.650 -1.843
C -0.077 -1.019 0.919
N -0.674 -2.341 0.575
H -2.203 1.321 0.930
H -2.380 -0.329 1.156
H -0.776 -0.306 -0.966
H 0.792 1.205 0.976
H -0.409 2.226 0.164
H 1.250 2.557 -1.505
H 2.145 -0.271 -1.397
H 2.178 0.585 -2.854
H -0.078 -0.692 1.975
H 0.972 -1.219 0.693
H 0.033 -2.992 0.264
H -1.025 -2.759 1.433
*
```

***

no.,orbital gap (eV),molar mass (g/mol)
1,6.966,928.17
2,9.768,100.16